This record from the OMol25 dataset describes a single C4H2ClF molecule at a distorted geometry. The level of theory is ωB97M-V/def2-TZVPD.

Last column: natural (NBO) charge in e.
Element x y z (Å)
C  -2.146  -0.187  -0.007  -0.156
C  -1.030  0.271  0.049  -0.094
C  0.382  0.506  -0.009  0.311
F  0.723  1.816  -0.007  -0.310
C  1.280  -0.404  -0.028  -0.292
Cl  2.851  0.052  0.018  0.074
H  -3.105  -0.662  0.033  0.240
H  1.045  -1.392  -0.049  0.228

E (Eh): -713.569298
SMILES: C#C/C(F)=C/Cl
Orbital gap (eV): 10.12
Multiplicity: 1
LUMO energy (eV): 0.8
Energy relative to the best compared isomer or geometry (same formula, charge and spin) (kJ/mol): 28.88
Strongest force on any atom (eV/Å): 4.25